Entry 1:
56
Properties=species:S:1:pos:R:3 method="wB97M-V/def2-TZVPD" homo_energy_ev="-7.36 / -7.33" spin_multiplicity=4
Tc 0.921 1.466 -0.191
C 0.719 -2.604 1.459
C 1.239 -1.238 1.124
N 0.611 -0.525 0.223
N -0.426 -1.167 -0.390
C -1.331 -0.432 -0.927
S -1.392 1.287 -0.785
S -2.591 -1.090 -1.923
C -2.479 -2.904 -1.639
C -3.510 -3.277 -0.625
C -3.152 -3.469 0.703
C -4.114 -3.714 1.666
C -5.451 -3.770 1.311
C -5.818 -3.576 -0.011
C -4.856 -3.329 -0.972
C 2.401 -0.717 1.807
C 3.370 -1.593 2.315
C 4.509 -1.128 2.929
C 4.700 0.241 3.091
C 3.744 1.125 2.652
C 2.585 0.679 2.001
O 1.729 1.572 1.545
H 0.910 -3.290 0.636
H -0.361 -2.546 1.591
H 1.165 -2.994 2.366
H -1.459 -3.101 -1.313
H -2.664 -3.350 -2.615
H -2.110 -3.418 0.979
H -3.817 -3.849 2.696
H -6.207 -3.948 2.063
H -6.860 -3.606 -0.295
H -5.150 -3.155 -1.998
H 3.248 -2.653 2.167
H 5.265 -1.822 3.262
H 5.603 0.615 3.548
H 3.890 2.191 2.749
Se 3.095 0.925 -1.112
Se 4.359 2.702 -1.463
Se 3.004 5.050 1.212
Se 1.904 4.178 2.875
C -0.315 4.281 0.108
O 0.839 3.711 -0.486
C 1.058 4.145 -1.818
C 0.329 3.266 -2.833
O 0.812 1.944 -2.665
C 0.369 1.042 -3.663
H -0.203 5.370 0.158
H -0.391 3.881 1.120
H -1.220 4.030 -0.450
H 2.140 4.063 -1.984
H 0.754 5.191 -1.933
H 0.554 3.621 -3.845
H -0.760 3.280 -2.677
H 0.690 1.395 -4.647
H -0.721 0.933 -3.649
H 0.838 0.080 -3.449



Entry 2:
32
Properties=species:S:1:pos:R:3 method="wB97M-V/def2-TZVPD" e_above_lowest_kj_mol=261.1 homo_energy_ev=-10.33 smiles=CC(C)(C)C.C1CCCC1 spin_multiplicity=1
C 1.595 -3.206 1.135
C 0.941 -1.829 0.814
C 0.984 -0.994 2.047
C -0.471 -2.108 0.425
C 1.757 -1.312 -0.251
H 2.740 -3.187 1.223
H 1.164 -3.559 2.031
H 1.514 -3.724 0.240
H 0.638 -0.065 1.743
H 0.531 -1.286 2.968
H 2.040 -0.910 2.322
H -0.992 -1.194 0.038
H -1.104 -2.407 1.315
H -0.447 -2.938 -0.292
H 1.597 -2.130 -1.056
H 1.626 -0.244 -0.666
H 2.836 -1.529 0.021
C -0.155 2.707 -0.291
C -1.508 2.105 0.232
C -2.291 1.836 -0.950
C -1.260 1.574 -2.014
C -0.280 2.698 -1.754
H 0.114 3.683 0.178
H 0.554 1.988 0.225
H -1.954 2.642 1.168
H -1.270 1.113 0.748
H -2.859 2.587 -1.475
H -3.094 1.010 -1.003
H -1.865 1.627 -3.020
H -0.813 0.589 -1.813
H -0.902 3.639 -1.914
H 0.631 2.824 -2.374



Entry 3:
20
Properties=species:S:1:pos:R:3 method="wB97M-V/def2-TZVPD" e_above_lowest_kj_mol=568.8 homo_energy_ev="-12.44 / -12.42" charge=+1 spin_multiplicity=1
C -2.432 3.331 -0.158
C -1.626 2.430 -0.264
C -0.110 -0.677 0.496
C -0.832 1.248 -0.205
C 0.900 -0.087 -0.173
C -2.567 -0.229 0.849
C 2.782 -2.296 -0.611
N -1.220 0.145 0.435
N 0.465 1.093 -0.652
N 3.037 -0.918 -0.825
I 4.284 0.227 0.259
H -2.988 4.235 -0.036
H -0.008 -1.694 0.803
H -2.723 0.339 1.863
H -3.310 0.193 0.057
H -2.656 -1.381 1.037
H 3.707 -2.813 -0.931
H 2.346 -2.481 0.466
H 2.112 -2.643 -1.366
H 0.838 1.979 -1.044



Entry 4:
33
Properties=species:S:1:pos:R:3 method="wB97M-V/def2-TZVPD" homo_energy_ev="-8.39 / -10.00" spin_multiplicity=5
Ir 0.200 0.026 -0.339
O -3.495 -0.088 -1.442
Cl -2.767 -0.057 -0.232
O -3.593 -0.041 0.914
O -1.849 -1.201 -0.168
O -1.886 1.126 -0.223
O 2.276 0.099 6.483
C 1.081 0.102 6.324
O 0.002 0.117 6.868
C 0.787 0.055 4.610
C -0.518 0.049 4.176
C -0.720 -0.007 2.803
N 0.300 -0.043 1.949
C 1.552 -0.025 2.403
C 1.860 0.017 3.755
C 2.667 -0.041 1.353
O 3.812 -0.186 1.706
O 2.227 0.121 0.145
H -1.349 0.079 4.863
H -1.722 -0.030 2.397
H 2.893 0.018 4.069
N -0.003 0.092 -7.782
C -0.027 0.073 -6.634
C -0.086 0.032 -5.204
C 0.438 -1.055 -4.508
C 0.331 -1.070 -3.133
N -0.240 -0.070 -2.448
C -0.746 0.973 -3.115
C -0.691 1.063 -4.491
H 0.914 -1.872 -5.030
H 0.694 -1.908 -2.553
H -1.229 1.735 -2.518
H -1.112 1.917 -5.000



Entry 5:
129
Properties=species:S:1:pos:R:3 method="wB97M-V/def2-TZVPD" e_above_lowest_kj_mol=0.0 homo_energy_ev="-7.99 / -8.17" spin_multiplicity=2
C 5.328 0.155 1.542
C 6.199 0.935 0.555
C 5.914 0.692 -0.948
C 4.644 -0.089 -1.282
C 4.358 -0.109 -2.784
C 2.896 -0.403 -3.159
C 2.009 0.786 -2.803
C 0.520 0.624 -3.162
C -0.069 -0.718 -2.680
C -1.384 -0.668 -1.854
C -2.586 -0.354 -2.793
C -2.854 1.133 -3.071
C -4.031 1.660 -2.249
S -4.119 3.483 -2.301
C -3.478 3.862 -0.672
S -4.247 3.337 0.673
N -2.392 4.688 -0.721
C -1.257 4.242 -1.573
C 0.056 4.358 -0.812
O -0.068 3.703 0.432
C -0.950 4.401 1.308
C -1.949 5.272 0.543
C -1.596 -2.108 -1.321
C -2.520 -2.295 -0.089
C -2.029 -3.515 0.718
C -3.965 -2.602 -0.480
N -2.484 -1.095 0.805
O -3.589 -0.468 0.958
C -1.287 -0.217 0.724
C -1.467 0.938 1.708
C 0.004 -0.939 1.127
C -1.236 0.355 -0.697
H 4.291 0.501 1.507
H 5.309 -0.913 1.317
H 5.675 0.308 2.565
H 6.099 2.000 0.784
H 7.243 0.681 0.762
H 6.780 0.203 -1.406
H 5.837 1.668 -1.440
H 4.734 -1.115 -0.909
H 3.798 0.356 -0.749
H 4.573 0.899 -3.170
H 5.045 -0.785 -3.302
H 2.870 -0.571 -4.241
H 2.573 -1.320 -2.659
H 2.084 1.034 -1.738
H 2.380 1.642 -3.376
H 0.441 0.692 -4.250
H -0.006 1.471 -2.727
H 0.662 -1.206 -2.027
H -0.226 -1.395 -3.526
H -2.383 -0.860 -3.743
H -3.507 -0.802 -2.411
H -1.978 1.738 -2.864
H -3.097 1.284 -4.127
H -4.978 1.300 -2.655
H -3.968 1.401 -1.191
H -1.211 4.805 -2.509
H -1.390 3.188 -1.803
H 0.384 5.397 -0.687
H 0.819 3.824 -1.383
H -1.463 3.654 1.917
H -0.375 5.058 1.975
H -2.810 5.510 1.164
H -1.470 6.223 0.293
H -0.628 -2.570 -1.119
H -2.036 -2.692 -2.138
H -0.945 -3.551 0.814
H -2.496 -3.522 1.705
H -2.337 -4.427 0.200
H -3.948 -3.386 -1.241
H -4.518 -2.987 0.378
H -4.495 -1.735 -0.867
H -1.745 0.557 2.692
H -2.227 1.645 1.372
H -0.522 1.480 1.785
H 0.201 -1.848 0.567
H -0.008 -1.171 2.194
H 0.839 -0.261 0.935
H -2.016 1.115 -0.737
H -0.288 0.899 -0.768
F 3.864 -3.781 -1.022
C 3.588 -4.598 -2.058
C 4.543 -4.769 -3.040
C 4.252 -5.611 -4.104
C 3.025 -6.257 -4.175
C 2.083 -6.062 -3.175
C 2.360 -5.228 -2.101
H 5.489 -4.250 -2.965
H 4.990 -5.761 -4.881
H 2.805 -6.910 -5.009
H 1.125 -6.562 -3.228
H 1.644 -5.065 -1.307
F -3.807 -2.497 5.704
C -3.997 -1.197 5.371
C -4.307 -0.887 4.064
C -4.499 0.446 3.731
C -4.379 1.435 4.698
C -4.063 1.092 6.006
C -3.871 -0.237 6.356
H -4.388 -1.669 3.321
H -4.739 0.709 2.709
H -4.528 2.473 4.429
H -3.965 1.861 6.761
H -3.633 -0.531 7.369
F -0.727 -4.008 12.432
C -1.302 -3.823 11.225
C -1.642 -2.542 10.840
C -2.231 -2.362 9.596
C -2.475 -3.446 8.764
C -2.122 -4.722 9.183
C -1.528 -4.922 10.421
H -1.447 -1.712 11.505
H -2.497 -1.362 9.279
H -2.935 -3.298 7.797
H -2.312 -5.573 8.541
H -1.242 -5.907 10.764
F 1.478 2.656 -5.357
C 2.198 3.629 -5.958
C 1.774 4.110 -7.180
C 2.519 5.111 -7.787
C 3.663 5.605 -7.176
C 4.066 5.099 -5.948
C 3.330 4.101 -5.324
H 0.881 3.706 -7.637
H 2.201 5.505 -8.743
H 4.240 6.384 -7.657
H 4.959 5.479 -5.470
H 3.622 3.693 -4.366



Entry 6:
41
Properties=species:S:1:pos:R:3 method="wB97M-V/def2-TZVPD" e_above_lowest_kj_mol=147.3 homo_energy_ev=-7.32 spin_multiplicity=1
Ba 0.013 -0.282 -0.246
O 0.185 -2.615 0.779
H -0.435 -3.066 0.174
O -1.867 1.558 -0.380
H -1.644 2.508 -0.328
C -1.614 0.947 3.087
O -1.019 -0.049 2.311
H -1.541 0.795 4.164
H -1.316 1.950 2.779
H -2.655 0.743 2.835
H -0.750 -0.731 2.931
C -4.211 -0.762 0.286
O -2.976 -0.782 -0.472
H -4.981 -0.220 -0.263
H -4.615 -1.774 0.317
H -4.078 -0.394 1.303
H -2.686 0.132 -0.438
C -0.972 -2.729 -2.576
O -0.010 -1.725 -2.658
H -0.735 -3.499 -1.842
H -1.929 -2.317 -2.254
H -1.240 -3.079 -3.573
H 0.781 -2.165 -2.976
C 1.084 2.687 -2.288
O 1.331 1.313 -2.207
H 1.922 3.344 -2.055
H 0.653 2.956 -3.252
H 0.226 2.801 -1.624
H 2.088 1.177 -2.782
C 2.059 1.420 2.394
O 1.499 1.683 1.140
H 1.480 0.720 2.996
H 3.027 0.979 2.156
H 2.310 2.295 2.994
H 2.013 2.361 0.695
C 3.544 -1.145 0.104
O 2.584 -0.816 -0.854
H 4.373 -1.757 -0.250
H 3.954 -0.252 0.575
H 3.101 -1.686 0.940
H 3.046 -0.523 -1.643



Entry 7:
71
Properties=species:S:1:pos:R:3 method="wB97M-V/def2-TZVPD" homo_energy_ev="0.21 / -4.19" charge=-1 spin_multiplicity=2
N -0.521 -3.843 -3.892
C 0.264 -3.779 -2.790
C 0.964 -2.652 -2.318
C 0.855 -1.485 -3.165
C 0.061 -1.575 -4.341
C -0.554 -2.778 -4.649
H 0.325 -4.667 -2.179
H 1.461 -2.750 -1.365
H 1.427 -0.580 -3.020
H 0.141 -0.693 -4.959
H -1.006 -2.914 -5.620
N 2.686 0.222 0.208
C 3.579 -0.529 0.873
C 4.203 -0.140 2.063
C 3.896 1.082 2.558
C 2.867 1.857 2.029
C 2.278 1.376 0.844
H 3.991 -1.307 0.247
H 4.887 -0.739 2.645
H 4.511 1.219 3.435
H 2.454 2.725 2.521
H 1.512 1.912 0.303
N 2.851 5.146 0.019
C 4.009 4.523 -0.268
C 4.288 3.943 -1.483
C 3.260 3.866 -2.457
C 1.979 4.458 -2.113
C 1.866 5.106 -0.907
H 4.655 4.333 0.576
H 5.302 3.605 -1.636
H 3.409 3.309 -3.370
H 1.207 4.414 -2.866
H 0.986 5.698 -0.703
N 0.248 -2.289 0.949
C -0.024 -3.653 0.925
C -0.777 -4.318 1.952
C -1.321 -3.546 2.968
C -1.067 -2.198 2.984
C -0.244 -1.677 1.996
H 0.316 -4.119 0.012
H -0.940 -5.381 1.847
H -1.922 -3.922 3.783
H -1.409 -1.594 3.812
H -0.006 -0.623 2.012
N -2.775 -4.683 -0.898
C -3.183 -3.566 -0.318
C -4.409 -3.448 0.335
C -5.204 -4.624 0.394
C -4.747 -5.797 -0.256
C -3.509 -5.790 -0.882
H -2.490 -2.742 -0.403
H -4.876 -2.635 0.872
H -6.168 -4.593 0.881
H -5.485 -6.586 -0.270
H -3.035 -6.617 -1.388
N -0.809 3.254 1.564
C -2.113 3.382 1.480
C -2.753 4.607 1.720
C -1.993 5.709 2.009
C -0.603 5.630 1.909
C -0.037 4.385 1.779
H -2.692 2.471 1.501
H -3.833 4.604 1.739
H -2.374 6.711 2.137
H 0.036 6.490 2.044
H 1.026 4.207 1.853
C -0.895 0.890 -0.874
Cl -2.321 -0.033 -1.436
Cl -0.549 2.082 -2.251
H -1.092 1.453 0.038
H -0.061 0.201 -0.737



Entry 8:
14
Properties=species:S:1:pos:R:3 method="wB97M-V/def2-TZVPD" e_above_lowest_kj_mol=428.3 homo_energy_ev="-13.05 / -17.30" charge=+1 spin_multiplicity=3
C 2.213 -0.107 -0.198
C 0.858 0.529 1.068
C -0.120 0.044 0.053
C -1.211 1.002 -0.343
C -0.561 -1.403 0.103
N 1.131 0.124 -0.708
H 3.269 -0.248 -0.245
H 0.975 1.602 1.204
H -1.834 0.570 -1.123
H -0.810 1.951 -0.690
H -1.849 1.198 0.520
H -0.882 -1.734 -0.882
H -1.410 -1.476 0.779
H 0.231 -2.053 0.461



Entry 9:
56
Properties=species:S:1:pos:R:3 method="wB97M-V/def2-TZVPD" homo_energy_ev="-16.69 / -16.22" charge=+3 spin_multiplicity=2
Ir -0.189 0.174 0.651
Cl -1.062 -0.090 5.700
C 0.477 0.039 5.013
C 1.608 0.129 5.805
C 2.880 0.256 5.261
Cl 4.217 0.358 6.283
C 3.057 0.303 3.832
C 4.294 0.462 3.185
C 4.337 0.477 1.808
C 3.149 0.337 1.090
N 1.973 0.206 1.682
C 1.918 0.194 3.025
C 0.591 0.071 3.583
O -0.399 0.010 2.805
H 1.493 0.109 6.882
H 5.198 0.574 3.770
H 5.274 0.595 1.284
H 3.158 0.332 0.007
C -0.113 3.728 -3.166
N 0.103 2.296 -3.335
C 0.077 1.626 -4.525
C 0.276 0.318 -4.259
N 0.425 0.178 -2.890
C 0.325 1.424 -2.337
S 0.582 1.992 -0.741
C 0.578 -1.083 -2.255
C 0.540 -2.243 -3.019
C 0.769 -3.467 -2.417
C 1.016 -3.525 -1.053
C 0.975 -2.342 -0.349
N 0.761 -1.146 -0.929
H -0.230 4.186 -4.143
H 0.728 4.191 -2.653
H -1.017 3.904 -2.584
H -0.080 2.114 -5.472
H 0.352 -0.480 -4.972
H 0.328 -2.217 -4.076
H 0.752 -4.368 -3.016
H 1.208 -4.464 -0.555
H 1.120 -2.333 0.726
C -3.383 -0.061 -2.827
O -2.220 0.080 -1.956
P -2.335 0.000 -0.391
O -3.403 1.111 -0.080
C -3.638 1.676 1.234
O -3.020 -1.407 -0.162
C -2.871 -2.201 1.037
H -2.996 -0.031 -3.841
H -4.076 0.760 -2.665
H -3.880 -1.011 -2.644
H -3.973 2.697 1.080
H -2.720 1.672 1.826
H -4.415 1.116 1.750
H -2.804 -3.241 0.730
H -3.741 -2.072 1.677
H -1.972 -1.915 1.590



Entry 10:
28
Properties=species:S:1:pos:R:3 method="wB97M-V/def2-TZVPD" e_above_lowest_kj_mol=112.4 homo_energy_ev="-1.88 / -1.78" charge=-2 spin_multiplicity=6
Fe -0.180 1.185 -0.042
C 1.790 2.373 0.665
C 2.146 1.641 -0.488
C 1.442 2.183 -1.584
C 0.657 3.256 -1.109
C 0.872 3.376 0.277
H 2.111 2.163 1.672
H 2.781 0.773 -0.511
H 1.433 1.784 -2.586
H -0.085 3.794 -1.676
H 0.323 4.022 0.942
O -3.997 1.818 0.388
S -2.605 1.506 0.241
O -2.265 0.069 0.369
O -2.020 1.909 -1.089
O -1.713 2.193 1.244
Br -0.637 -5.753 -1.074
C -0.303 -4.056 -0.275
C -0.133 -3.951 1.048
Br -0.218 -5.495 2.160
C 0.119 -2.663 1.616
Br 0.423 -2.394 3.471
C 0.158 -1.527 0.847
O 0.431 -0.286 1.320
C -0.014 -1.638 -0.532
O 0.123 -0.495 -1.245
C -0.227 -2.878 -1.080
Br -0.408 -2.908 -2.970



Entry 11:
13
Properties=species:S:1:pos:R:3 method="wB97M-V/def2-TZVPD" e_above_lowest_kj_mol=23.6 homo_energy_ev=-9.41 smiles=CN.O.O spin_multiplicity=1
C -0.020 0.221 -1.336
N -0.268 -0.305 0.011
H 0.035 -0.593 -2.067
H 0.926 0.753 -1.328
H -0.906 0.721 -1.729
H 0.007 -1.267 0.136
H 0.239 0.251 0.686
O -3.270 -0.656 1.195
H -2.764 -1.294 0.661
H -2.581 -0.067 1.506
O 2.683 0.587 1.050
H 3.023 1.486 1.018
H 2.896 0.162 0.197